{"formula": "C32H45ClN7O4PdS3", "method": "ωB97M-V with the def2-TZVPD basis set", "spin_multiplicity": 3, "e_tot_ha": -3713.1531, "total_charge": 1, "e_homo_ha": [-0.391, -0.398], "gap_ev": [7.93, 6.66], "species": ["Pd", "N", "C", "C", "O", "O", "H", "H", "H", "H", "S", "C", "N", "C", "C", "S", "H", "H", "H", "H", "H", "C", "C", "C", "C", "C", "O", "C", "C", "C", "C", "C", "C", "Cl", "C", "C", "C", "N", "C", "N", "C", "N", "H", "H", "H", "H", "H", "H", "H", "H", "H", "H", "H", "H", "H", "H", "H", "H", "H", "H", "H", "H", "H", "H", "C", "C", "C", "N", "C", "S", "N", "C", "O", "C", "C", "C", "C", "C", "C", "H", "H", "H", "H", "H", "H", "H", "H", "H", "H", "H", "H", "H", "H"], "coordinates": [[2.9130, 2.2320, 0.0621], [4.9560, 2.9684, 0.4897], [5.1964, 2.3126, 1.7896], [3.9136, 2.2532, 2.6570], [3.9887, 1.7309, 3.7466], [2.8469, 2.7830, 2.1287], [5.6828, 2.7450, -0.1787], [4.9221, 3.9743, 0.5969], [5.9626, 2.8097, 2.3861], [5.5106, 1.2861, 1.6174], [2.3025, 4.4315, -0.9949], [1.0104, 4.8669, -0.0053], [0.8272, 4.4832, 1.2411], [-0.2972, 5.0339, 1.9830], [-1.2150, 5.7426, 0.9800], [-0.2725, 5.8835, -0.5841], [1.5511, 3.9580, 1.7411], [0.0708, 5.7321, 2.7368], [-0.8224, 4.2299, 2.4997], [-1.4849, 6.7433, 1.3031], [-2.1211, 5.1778, 0.7738], [-1.3774, -0.8294, -2.5897], [-2.4691, 0.1608, -3.0197], [-3.4199, -0.5992, -3.9631], [-1.8585, 1.3082, -3.8373], [-3.2877, 0.7346, -1.8077], [-4.4027, 1.4665, -2.3039], [-3.7686, -0.4032, -0.8616], [-4.9901, -0.0563, 0.0344], [-4.6754, 0.4683, 1.4155], [-4.9918, 1.7722, 1.7779], [-4.6615, 2.2714, 3.0306], [-4.0207, 1.4471, 3.9390], [-3.5649, 2.0720, 5.4921], [-3.7442, 0.1265, 3.6206], [-4.0721, -0.3509, 2.3645], [-2.5579, 1.8857, -1.0543], [-1.2705, 1.6100, -0.4493], [-0.0616, 1.9388, -0.9079], [0.8604, 1.4871, -0.0745], [0.1412, 0.8877, 0.9124], [-1.1499, 0.9569, 0.7164], [-0.8347, -1.1662, -3.4750], [-1.8094, -1.7119, -2.1154], [-0.6487, -0.3964, -1.9067], [-2.8368, -1.1072, -4.7313], [-4.1023, 0.0807, -4.4761], [-4.0025, -1.3621, -3.4460], [-1.5494, 0.9402, -4.8160], [-0.9771, 1.7417, -3.3608], [-2.5969, 2.0956, -3.9916], [-4.9911, 0.8631, -2.7702], [-2.9395, -0.7405, -0.2401], [-4.0651, -1.2435, -1.4892], [-5.5810, -0.9661, 0.1575], [-5.6145, 0.6643, -0.4913], [-5.5051, 2.4140, 1.0700], [-4.9118, 3.2880, 3.3040], [-3.2743, -0.5163, 4.3535], [-3.8509, -1.3833, 2.1167], [-3.2383, 2.2066, -0.2703], [-2.4174, 2.7102, -1.7503], [0.1337, 2.4809, -1.8183], [0.5813, 0.4282, 1.7819], [-0.3202, -3.9590, 1.5125], [0.4919, -2.7146, 1.1660], [1.9876, -3.0069, 1.2972], [2.8290, -1.8780, 0.8981], [3.0471, -1.4228, -0.3231], [3.8936, 0.0295, -0.5579], [2.5503, -2.0770, -1.4161], [2.5386, -3.4436, -1.8165], [1.7203, -3.7680, -2.6372], [3.5626, -4.3631, -1.2652], [3.2809, -5.7294, -1.3072], [4.2132, -6.6451, -0.8563], [5.4407, -6.2074, -0.3760], [5.7399, -4.8524, -0.3650], [4.8099, -3.9300, -0.8135], [-1.3879, -3.7521, 1.4593], [-0.0917, -4.3008, 2.5233], [-0.0969, -4.7718, 0.8197], [0.2213, -1.8932, 1.8346], [0.2701, -2.3985, 0.1436], [2.2430, -3.8853, 0.7098], [2.2289, -3.2288, 2.3357], [3.2229, -1.3111, 1.6346], [2.2694, -1.4679, -2.1718], [2.3229, -6.0519, -1.6936], [3.9891, -7.7028, -0.8861], [6.1714, -6.9238, -0.0249], [6.7068, -4.5139, -0.0170], [5.0786, -2.8828, -0.8457]]}